# C16H27BEuF5N2O4P

A molecular structure, C16H27BEuF5N2O4P in a non-equilibrium geometry (wB97M-V/def2-TZVPD, the OMol25 dataset).

## Properties
strongest force on any atom	9.138	eV Å⁻¹
2S+1	7
net charge	+3
frontier orbital gap (alpha / beta)	0.2444 / 0.1868	Ha
LUMO energy (alpha / beta)	-10.6105 / -12.1801	eV

Each line ends with the Löwdin charge.
Geometry (Å):
H  0.30  0.55  -1.64  0.19
H  0.67  -0.93  2.12  0.12
H  1.13  0.90  2.10  0.15
H  -0.97  -2.35  1.89  0.12
F  5.85  -2.80  -1.51  0.04
H  -5.22  -1.03  -0.44  0.05
C  -0.06  -3.04  -0.19  -0.11
B  0.27  2.65  -0.93  -0.32
F  3.52  -3.33  -1.08  0.03
H  3.65  -0.51  2.01  0.15
N  -4.49  -1.62  0.03  -0.44
H  -3.96  0.78  0.71  0.07
O  -1.90  -0.66  -1.27  -0.06
F  5.18  -3.65  0.68  0.05
H  -2.22  -3.09  0.58  0.11
H  0.18  3.84  -4.25  0.17
F  5.87  -0.88  0.85  0.01
H  -0.59  1.20  4.02  0.12
C  -0.13  3.08  -3.38  0.00
C  3.30  -1.10  1.05  -0.06
H  0.87  3.85  0.64  0.13
C  -0.61  0.42  0.63  -0.26
C  -0.43  -4.62  -0.81  0.03
H  -2.14  4.25  -1.68  0.15
N  0.03  3.68  -2.01  0.06
H  -1.48  -4.82  -1.30  0.12
C  -1.36  -2.32  0.79  -0.08
Eu  -5.40  -2.12  1.88  1.60
C  4.76  -2.79  -0.46  -0.16
C  -1.25  1.46  1.77  -0.19
H  0.28  -5.10  -1.62  0.14
C  4.63  -1.23  0.08  -0.18
C  -1.39  0.73  3.27  -0.11
O  -2.82  1.66  -1.90  0.04
H  -3.48  -1.05  2.22  -0.02
H  -0.52  2.39  1.98  0.13
C  -1.66  -0.81  0.21  -0.37
P  -3.50  -0.59  0.83  0.83
H  -0.74  5.15  -0.61  0.14
O  1.23  3.05  0.16  0.07
O  -0.38  -3.24  -1.71  -0.24
C  -0.36  1.14  -0.84  -0.01
H  -2.26  1.96  1.41  0.10
C  0.80  -0.01  1.40  -0.11
C  2.07  -0.22  0.36  -0.17
H  2.57  0.82  0.06  0.13
C  -1.05  4.67  -1.66  0.01
H  1.12  -2.83  0.17  0.15
H  -1.31  -0.44  3.19  0.06
H  0.60  2.16  -3.47  0.13
H  -1.21  2.72  -3.65  0.15
H  2.96  -2.19  1.29  0.12
H  -2.48  1.00  3.68  0.09
H  1.77  -0.75  -0.64  0.11
H  -0.96  5.58  -2.44  0.17
F  4.58  -0.38  -1.14  0.01
C  -1.88  0.83  -1.44  -0.19

# C18H34N4O2

A single C18H34N4O2 molecule (wB97M-V/def2-TZVPD, the OMol25 dataset).

## Properties
strongest force on any atom	0.593	eV Å⁻¹
relative energy (zero: lowest compared OMol25 entry of this formula, charge and spin)	67.0	kJ/mol
frontier orbital gap	0.3524	Ha
LUMO energy	0.7551	eV

Each line ends with the Löwdin charge.
Geometry (Å):
H  3.07  2.60  -4.99  0.08
C  2.08  0.00  4.94  -0.10
C  -0.23  1.02  4.79  -0.35
H  -1.88  0.68  6.14  0.11
C  0.47  -3.52  -0.86  -0.18
C  -1.22  -2.06  1.78  -0.48
H  -1.07  2.24  6.36  0.11
H  2.78  4.06  -4.05  0.07
H  0.38  3.44  -3.81  0.11
H  -0.01  1.10  -2.80  0.13
H  2.61  2.47  -3.30  0.07
C  -0.61  -3.90  0.17  -0.19
N  -0.95  -0.74  1.65  0.05
N  1.49  -1.08  -2.55  0.05
H  -0.13  -4.21  1.10  0.11
H  1.12  -2.01  0.56  0.12
C  -1.59  -2.76  0.48  -0.10
H  -0.82  -0.36  0.71  0.10
H  2.16  -1.81  -2.75  0.15
H  1.14  -4.37  -0.96  0.11
H  -1.03  2.24  -6.26  0.11
H  -2.49  0.25  -6.12  0.07
H  1.15  1.24  6.42  0.11
H  -0.84  -0.24  -6.51  0.08
H  0.83  3.61  -5.50  0.11
C  1.28  -2.27  -0.49  -0.09
C  0.49  1.58  -4.89  -0.34
H  1.82  -0.81  4.26  0.06
C  -1.43  1.53  5.61  -0.23
H  1.12  1.12  -5.65  0.14
H  -1.64  -2.05  -0.35  0.10
C  -1.47  0.20  -5.74  -0.10
H  -2.58  -3.18  0.63  0.12
H  -2.05  3.05  4.21  0.07
H  -1.60  2.02  -4.60  0.11
C  -0.68  -0.04  3.84  -0.15
C  0.86  0.47  5.71  -0.23
O  -1.18  -2.67  2.83  0.05
H  -1.08  -0.95  4.29  0.13
C  0.98  3.00  -4.61  -0.23
N  1.33  -0.26  -3.63  0.09
O  -0.01  -0.30  -1.03  0.04
H  0.45  -0.37  6.28  0.11
C  0.58  0.76  -3.64  -0.14
N  -0.57  0.16  2.60  0.09
H  -0.01  -3.37  -1.83  0.12
H  -1.15  -4.76  -0.23  0.11
C  0.85  -1.10  -1.35  -0.45
C  -2.48  2.20  4.73  -0.10
H  2.35  -2.45  -0.63  0.11
C  2.45  3.04  -4.21  -0.10
H  -2.86  1.50  3.99  0.07
H  -3.31  2.55  5.34  0.07
C  -0.97  1.60  -5.38  -0.23
H  2.86  -0.35  5.62  0.07
H  2.49  0.82  4.35  0.08
H  0.18  1.85  4.20  0.14
H  -1.45  -0.45  -4.87  0.07